The following is a DFT calculation (ωB97M-V/def2-TZVPD) of an isolated molecule of C4H6N2OS2 in a non-equilibrium geometry.

As for the energy above the lowest of the compared OMol25 structures with the same formula, charge and spin: 42.5 kcal/mol. Its charge is 0.

The geometry in XYZ format:
```
15
Properties=species:S:1:pos:R:3:forces:R:3:nbo_charge:R:1
O 1.704926 -0.838854 2.141727 -0.43 -1.57 0.33 -0.575
C 0.986667 -0.653851 1.192705 -0.03 0.16 -1.20 0.702
C 0.069522 -1.642187 0.352711 2.68 1.94 1.96 -0.588
C -1.104013 -0.875708 -0.093007 -1.79 -0.61 0.70 0.134
N -1.166121 0.415153 -0.338606 0.02 -3.18 -0.02 -0.431
S -2.546032 1.127037 -0.950693 -0.56 0.93 -0.26 -0.179
C 0.103691 1.124762 -0.284111 0.07 3.73 -1.54 0.001
S 1.015949 0.936079 -1.942905 -0.70 0.85 0.28 -0.063
N 0.928862 0.649898 0.767613 -0.58 0.39 0.20 -0.674
H -0.085067 -2.444143 1.124971 -0.20 0.17 -1.66 0.278
H 0.654923 -1.797987 -0.572698 0.03 -1.03 0.51 0.275
H -1.976187 -1.577942 -0.143840 0.24 1.68 -0.38 0.232
H -0.166977 2.347783 -0.353492 0.77 -3.62 1.07 0.296
H 0.480561 2.075680 -2.522344 0.29 -1.04 0.44 0.160
H 1.099296 1.154281 1.621968 0.18 1.20 -0.41 0.431
```
Forces are in eV/Å.